7
Properties=species:S:1:pos:R:3:forces:R:3:lowdin_spin:R:1 method="wB97M-V/def2-TZVPD" energy_ev=-16014.0449 e_above_lowest_kcal_mol=0.45 spin_multiplicity=2 e_lumo_ev="0.50 / -3.44" charge=0 homo_lumo_gap_ev="11.01 / 7.00"
S -2.538 -0.276 0.160 -0.448 0.786 -0.803 0.938
H -2.759 -1.253 1.000 -0.020 -0.761 0.679 0.054
O 2.654 0.603 -0.089 -3.835 -1.301 -0.532 0.000
C 1.482 0.295 -0.362 2.129 1.499 1.177 0.000
O 0.456 0.257 0.536 1.699 0.341 -0.069 0.002
H 1.134 0.104 -1.379 0.165 -0.172 -0.290 0.000
H -0.430 0.269 0.134 0.310 -0.391 -0.161 0.006